DFT (the ωB97M-V functional and the def2-TZVPD basis) results for one molecule with the formula C21H21N2PS at a distorted geometry.

Last column: Löwdin charge in e.
Atoms and positions in Å:
1 S -2.55 0.04 3.65  0.21
2 C -1.27 0.42 -4.27  -0.11
3 C 4.59 -2.46 0.27  -0.08
4 C -0.63 4.67 1.24  -0.08
5 C -2.49 0.14 -3.68  -0.08
6 C -0.09 0.04 -3.62  -0.08
7 C 3.59 -3.49 0.27  -0.07
8 C 4.18 -1.13 0.41  -0.09
9 C -1.49 4.29 2.24  -0.08
10 C -0.06 3.69 0.44  -0.09
11 C -2.53 -0.49 -2.41  -0.02
12 C -0.10 -0.43 -2.31  -0.03
13 C 2.26 -3.16 0.42  -0.04
14 C 2.82 -0.83 0.56  -0.03
15 C -1.73 2.96 2.52  -0.11
16 C -0.29 2.37 0.67  -0.10
17 C -1.34 -0.72 -1.72  -0.26
18 C 1.85 -1.84 0.61  -0.29
19 C -1.14 1.99 1.71  -0.32
20 N -1.46 -1.15 -0.39  -0.13
21 N 0.54 -1.51 0.88  -0.12
22 C -0.52 -2.16 0.08  -0.14
23 C -2.42 -0.55 0.60  -0.26
24 C 0.12 -0.76 2.09  -0.21
25 P -1.52 0.19 1.98  0.50
26 H -1.22 0.89 -5.26  0.10
27 H 5.65 -2.67 0.13  0.10
28 H -0.48 5.70 1.02  0.10
29 H -3.37 0.37 -4.25  0.09
30 H 0.90 0.22 -4.07  0.11
31 H 3.88 -4.52 0.28  0.09
32 H 4.90 -0.34 0.43  0.09
33 H -2.01 5.02 2.85  0.11
34 H 0.58 3.98 -0.40  0.11
35 H -3.50 -0.72 -1.94  0.12
36 H 0.79 -0.62 -1.78  0.09
37 H 1.49 -3.95 0.43  0.12
38 H 2.55 0.22 0.69  0.11
39 H -2.37 2.65 3.34  0.06
40 H 0.24 1.67 0.03  0.10
41 H -0.09 -2.63 -0.82  0.14
42 H -1.06 -2.89 0.65  0.12
43 H -3.09 -1.29 0.99  0.08
44 H -3.06 0.21 0.14  0.10
45 H 0.87 0.02 2.35  0.10
46 H 0.05 -1.43 2.94  0.08

ΔE to the lowest compared entry with this formula, charge and spin = 0.00 kcal per mole
Kohn-Sham gap = 8.58 eV
E_tot = -1661.87000 a.u.